Computed, not measured: a structure of composition C19H21Cl2MnN3O4Si, with ωB97M-V/def2-TZVPD.

Last column: Löwdin spin population.
Positions of all 51 atoms, in Å:
Mn (-0.106, -0.422, 0.343)  1.091
N (0.368, -0.557, -1.725)  -0.020
C (1.841, -0.663, -1.852)  0.000
C (2.472, -1.211, -0.565)  0.011
O (3.547, -1.793, -0.572)  0.024
N (1.720, -0.922, 0.509)  0.020
C (2.179, -1.330, 1.821)  0.001
C (0.952, -1.610, 2.660)  -0.002
O (0.820, -2.481, 3.452)  -0.004
O (-0.161, -0.792, 2.385)  -0.029
H (-0.071, -1.399, -2.080)  -0.001
H (0.017, 0.221, -2.268)  -0.001
H (2.249, 0.336, -2.001)  0.000
H (2.138, -1.295, -2.687)  0.000
H (2.783, -0.548, 2.299)  0.001
H (2.790, -2.231, 1.786)  0.000
Cl (-5.012, 0.232, -0.230)  0.000
C (-4.143, -1.255, -0.101)  -0.001
C (-4.845, -2.462, -0.125)  0.000
C (-4.194, -3.665, -0.015)  -0.001
Cl (-5.111, -5.141, -0.019)  0.000
C (-2.792, -3.711, 0.102)  0.000
C (-2.015, -4.883, 0.226)  0.001
C (-0.652, -4.788, 0.309)  0.000
C (-0.042, -3.527, 0.266)  0.000
N (-0.737, -2.413, 0.170)  -0.006
C (-2.094, -2.479, 0.103)  0.000
C (-2.756, -1.210, 0.041)  0.001
O (-2.051, -0.132, 0.108)  0.009
H (-5.921, -2.443, -0.227)  0.000
H (-2.511, -5.843, 0.253)  0.000
H (-0.031, -5.667, 0.409)  0.000
H (1.038, -3.437, 0.293)  0.000
C (-0.071, 5.206, -1.567)  0.001
Si (1.268, 4.279, -0.624)  0.003
C (1.611, 5.099, 1.038)  -0.001
C (2.856, 4.109, -1.629)  0.001
C (0.670, 2.568, -0.291)  0.017
C (0.328, 1.428, -0.037)  -0.030
H (0.199, 6.248, -1.750)  0.000
H (-1.002, 5.193, -0.998)  0.000
H (-0.265, 4.733, -2.531)  0.000
H (1.931, 6.137, 0.923)  0.000
H (2.395, 4.563, 1.577)  0.000
H (0.712, 5.090, 1.657)  0.000
H (3.315, 5.077, -1.840)  0.000
H (2.660, 3.616, -2.583)  0.000
H (3.582, 3.503, -1.084)  0.000
C (0.035, 0.551, 2.011)  -0.082
H (0.951, 0.995, 2.382)  -0.001
H (-0.846, 1.123, 2.277)  -0.002

## Properties
HOMO (spin up / spin down) in eV: -7.81 / -7.76
2S+1: 2
Expectation value of S²: 0.819
Energy relative to the best compared isomer or geometry (same formula, charge and spin) in kJ/mol: 0.00
Gap between HOMO and LUMO (spin up / spin down) in eV: 7.2 / 7.2



Computed, not measured: the molecule C19H21ClFN3O4S, with ωB97M-V/def2-TZVPD.

Last column: natural (NBO) charge in e.
Positions of all 50 atoms, in Å:
C (-5.669, -1.551, -1.697)  -0.646
C (-6.086, -0.789, -0.472)  -0.120
C (-7.426, -0.564, -0.193)  0.411
F (-8.357, -1.056, -1.043)  -0.331
C (-7.861, 0.148, 0.908)  -0.296
C (-6.914, 0.661, 1.777)  -0.180
C (-5.568, 0.453, 1.545)  -0.240
C (-5.150, -0.263, 0.429)  0.178
N (-3.788, -0.491, 0.186)  -0.623
C (-2.772, 0.391, 0.470)  0.800
O (-2.925, 1.448, 1.035)  -0.630
N (-1.553, -0.080, 0.029)  -0.621
C (-0.349, 0.611, -0.014)  0.089
C (-0.210, 1.953, 0.301)  -0.189
C (1.016, 2.585, 0.172)  -0.247
C (2.113, 1.869, -0.267)  -0.016
Cl (3.628, 2.660, -0.461)  0.035
C (2.006, 0.514, -0.568)  -0.467
S (3.478, -0.383, -1.110)  2.186
O (4.078, 0.284, -2.225)  -0.915
O (3.059, -1.757, -1.348)  -0.984
C (4.615, -0.403, 0.317)  -0.449
C (4.031, -1.288, 1.399)  -0.426
C (5.059, -1.439, 2.522)  -0.400
C (6.378, -1.957, 1.952)  -0.222
N (6.856, -1.026, 0.946)  -0.619
C (5.945, -0.948, -0.180)  -0.242
C (0.778, -0.128, -0.449)  0.389
O (0.583, -1.431, -0.731)  -0.704
H (-4.947, -0.977, -2.279)  0.220
H (-5.223, -2.509, -1.428)  0.214
H (-6.533, -1.748, -2.324)  0.247
H (-8.918, 0.293, 1.066)  0.229
H (-7.228, 1.222, 2.643)  0.219
H (-4.831, 0.856, 2.218)  0.243
H (-3.586, -1.254, -0.442)  0.398
H (-1.473, -1.030, -0.311)  0.416
H (-1.072, 2.500, 0.642)  0.265
H (1.117, 3.632, 0.405)  0.235
H (4.733, 0.623, 0.658)  0.258
H (3.101, -0.860, 1.782)  0.222
H (3.806, -2.265, 0.966)  0.223
H (4.687, -2.125, 3.283)  0.216
H (5.234, -0.466, 2.983)  0.207
H (7.127, -2.019, 2.744)  0.206
H (6.220, -2.970, 1.542)  0.160
H (7.782, -1.290, 0.628)  0.369
H (6.357, -0.276, -0.935)  0.229
H (5.758, -1.929, -0.653)  0.178
H (1.443, -1.817, -1.032)  0.525

## Properties
HOMO in eV: -8.32
SMILES string: Cc1c(F)cccc1NC(=O)Nc1ccc(Cl)c(S(=O)(=O)[C@H]2CCCNC2)c1O
Energy relative to the best compared isomer or geometry (same formula, charge and spin) in kJ/mol: 0.00
Gap between HOMO and LUMO in eV: 8.7



Computed, not measured: the molecule C19H21ClN2O5S in a non-equilibrium geometry, with ωB97M-V/def2-TZVPD.

Last column: natural (NBO) charge in e.
Positions of all 49 atoms, in Å:
C (1.665, -4.142, -3.685)  -0.648
C (1.514, -4.088, -2.200)  -0.033
C (2.146, -5.003, -1.358)  -0.017
Cl (3.186, -6.214, -2.024)  0.006
C (1.967, -4.990, 0.015)  -0.227
C (1.134, -4.046, 0.587)  -0.196
C (0.507, -3.111, -0.213)  -0.226
C (0.709, -3.123, -1.589)  0.145
N (0.058, -2.130, -2.358)  -0.624
C (0.680, -1.215, -3.137)  0.656
O (1.849, -1.224, -3.442)  -0.601
C (-0.273, -0.117, -3.639)  -0.167
O (-1.366, 0.135, -2.781)  -0.492
C (-1.122, 0.632, -1.536)  0.304
C (0.146, 0.882, -1.014)  -0.271
C (0.267, 1.348, 0.285)  -0.165
C (-0.860, 1.564, 1.050)  -0.373
S (-0.720, 2.158, 2.727)  2.319
O (-1.600, 1.404, 3.569)  -0.937
O (0.668, 2.242, 3.087)  -0.940
N (-1.395, 3.695, 2.554)  -0.671
C (-1.883, 4.261, 3.799)  -0.267
C (-2.618, 5.561, 3.473)  -0.072
O (-1.770, 6.468, 2.806)  -0.518
C (-1.271, 5.916, 1.613)  -0.073
C (-0.507, 4.615, 1.874)  -0.268
C (-2.124, 1.327, 0.539)  -0.144
C (-2.257, 0.862, -0.751)  -0.263
H (0.721, -3.900, -4.169)  0.218
H (2.401, -3.406, -4.009)  0.257
H (1.991, -5.128, -4.003)  0.231
H (2.474, -5.719, 0.627)  0.229
H (0.983, -4.032, 1.655)  0.223
H (-0.132, -2.356, 0.223)  0.219
H (-0.890, -1.915, -2.078)  0.414
H (-0.720, -0.446, -4.582)  0.226
H (0.311, 0.790, -3.831)  0.209
H (1.036, 0.708, -1.596)  0.232
H (1.236, 1.537, 0.720)  0.249
H (-2.547, 3.528, 4.255)  0.239
H (-1.049, 4.472, 4.484)  0.190
H (-2.941, 6.062, 4.387)  0.202
H (-3.492, 5.336, 2.844)  0.167
H (-0.612, 6.669, 1.179)  0.201
H (-2.102, 5.708, 0.921)  0.165
H (-0.197, 4.157, 0.934)  0.217
H (0.384, 4.816, 2.486)  0.201
H (-2.981, 1.500, 1.169)  0.241
H (-3.226, 0.661, -1.181)  0.233

## Properties
HOMO in eV: -9.14
SMILES string: Cc1c(Cl)cccc1NC(=O)COc1ccc(S(=O)(=O)N2CCOCC2)cc1
Energy relative to the best compared isomer or geometry (same formula, charge and spin) in kJ/mol: 69.22
Gap between HOMO and LUMO in eV: 9.6



Computed, not measured: a structure of composition C19H21IN2Zn in a non-equilibrium geometry, with ωB97M-V/def2-TZVPD.

Last column: natural (NBO) charge in e.
Positions of all 44 atoms, in Å:
C (1.845, -0.233, 2.024)  -0.908
C (0.514, 2.172, 1.706)  -0.784
H (1.701, -0.573, 3.050)  0.221
H (2.517, 0.627, 1.992)  0.194
H (2.243, -1.028, 1.385)  0.187
H (-0.404, 2.763, 1.627)  0.185
H (0.883, 2.220, 2.730)  0.211
H (1.266, 2.528, 0.999)  0.190
C (-0.044, -2.899, 1.236)  0.081
C (-0.579, -4.173, 1.091)  -0.239
C (-1.870, -4.299, 0.582)  -0.149
C (-2.573, -3.151, 0.240)  -0.215
H (0.948, -2.741, 1.645)  0.218
H (0.004, -5.041, 1.381)  0.231
H (-2.327, -5.276, 0.462)  0.226
H (-3.584, -3.229, -0.141)  0.219
N (-0.718, -1.792, 0.901)  -0.514
C (-1.975, -1.897, 0.410)  0.181
C (-2.663, -0.630, 0.100)  0.176
N (-1.994, 0.508, 0.403)  -0.508
C (-2.568, 1.693, 0.160)  0.079
C (-4.537, 0.653, -0.710)  -0.149
C (-3.837, 1.815, -0.392)  -0.241
H (-1.981, 2.564, 0.429)  0.211
H (-4.261, 2.798, -0.564)  0.231
C (-3.943, -0.578, -0.464)  -0.214
H (-4.471, -1.492, -0.708)  0.220
H (-5.531, 0.704, -1.143)  0.227
Zn (-0.013, 0.235, 1.300)  1.622
I (-1.299, -0.017, 3.757)  -0.713
C (0.839, 0.374, -0.607)  -0.811
C (2.098, 0.958, -1.260)  -0.061
C (2.219, 0.817, -2.658)  -0.213
C (3.325, 1.330, -3.346)  -0.207
C (4.337, 1.993, -2.653)  -0.230
C (4.244, 2.141, -1.273)  -0.222
C (3.142, 1.632, -0.581)  -0.170
H (0.831, -0.701, -0.885)  0.205
H (-0.007, 0.855, -1.138)  0.204
H (1.446, 0.310, -3.221)  0.206
H (3.398, 1.215, -4.419)  0.210
H (5.193, 2.391, -3.182)  0.210
H (5.029, 2.657, -0.732)  0.209
H (3.156, 1.798, 0.469)  0.193

## Properties
HOMO (spin up / spin down) in eV: -7.40 / -7.32
Energy relative to the best compared isomer or geometry (same formula, charge and spin) in kJ/mol: 312.03
Gap between HOMO and LUMO (spin up / spin down) in eV: 6.3 / 6.2